one | {"formula": "C4H7N3O", "method": "wB97M-V/def2-TZVPD", "smiles": "[H]/N=C1\\COC(=C)N1N", "orbital_gap_ev": 9.1, "homo_ev": -8.254, "spin_multiplicity": 1, "elements": ["H", "N", "C", "C", "O", "C", "C", "N", "N", "H", "H", "H", "H", "H", "H"], "xyz": [[1.78311, -2.48861, 0.06810], [0.93670, -2.08715, 0.47483], [0.69882, -0.93164, -0.00895], [1.46174, -0.05090, -0.97498], [0.63067, 1.11267, -1.11297], [-0.47060, 1.02314, -0.29937], [-1.38286, 1.98451, -0.17058], [-0.37886, -0.18834, 0.36260], [-1.28740, -0.57648, 1.33825], [1.65686, -0.48567, -1.98868], [2.42097, 0.26476, -0.54303], [-1.32020, 2.86596, -0.80188], [-2.24425, 1.84814, 0.48241], [-1.75109, -1.41840, 1.00009], [-0.75362, -0.87199, 2.17414]], "nbo_charge": [0.35, -0.72, 0.41, -0.14, -0.49, 0.48, -0.58, -0.29, -0.62, 0.21, 0.21, 0.22, 0.23, 0.36, 0.37]}

***

two | {"formula": "C4H7N3O", "method": "wB97M-V/def2-TZVPD", "orbital_gap_ev": 8.9, "homo_ev": -8.431, "spin_multiplicity": 1, "elements": ["C", "C", "C", "C", "H", "H", "H", "H", "H", "H", "H", "N", "N", "N", "O"], "xyz": [[-0.91436, -1.99052, -0.17517], [-0.25681, 2.18965, 0.78106], [1.06528, 1.46322, 0.88467], [0.90603, 0.38687, 0.04266], [0.37873, -2.32727, -0.39431], [-1.86631, -2.61456, -0.70678], [-1.11374, -1.87844, 0.95701], [-1.09693, -0.38709, -2.23567], [-0.64678, 3.03611, 1.18842], [1.94433, 1.76139, 1.33147], [2.56415, -0.43514, -0.04036], [-1.25022, -0.62707, -0.96625], [-0.36374, 0.42431, -0.42484], [-1.06355, 1.49407, 0.04151], [1.71392, -0.49553, -0.28343]], "nbo_charge": [-0.46, -0.01, -0.46, 0.45, 0.22, 0.23, 0.23, 0.39, 0.20, 0.21, 0.50, -0.47, -0.11, -0.26, -0.64]}

***

Stability check: which of them is most stable? one.

***

one | {"formula": "C4H7N3O", "method": "wB97M-V/def2-TZVPD", "orbital_gap_ev": 5.6, "homo_ev": -5.302, "spin_multiplicity": 1, "elements": ["C", "C", "C", "C", "N", "N", "N", "O", "H", "H", "H", "H", "H", "H", "H"], "xyz": [[-0.66437, -1.45826, 0.14870], [0.66559, -1.14859, -0.16197], [-0.45975, 0.74847, 0.05190], [-0.78288, 2.24402, 0.22350], [-1.31637, -0.24164, 0.20506], [0.78938, 0.28920, -0.21870], [1.72010, -1.91157, -0.35309], [1.84298, -3.13853, -0.50400], [-1.22369, -2.32407, 0.38390], [-1.48692, 2.27894, 0.99208], [0.12098, 2.63107, 0.63277], [-1.02328, 2.84180, -0.67678], [-2.33597, -0.14749, 0.29214], [1.56089, 0.72930, -0.57594], [2.59332, -1.39266, -0.43957]], "nbo_charge": [-0.30, 0.27, 0.40, -0.65, -0.44, -0.54, -0.15, -0.67, 0.24, 0.23, 0.23, 0.23, 0.44, 0.42, 0.29]}

***

two | {"formula": "C4H7N3O", "method": "wB97M-V/def2-TZVPD", "orbital_gap_ev": [7.7, 7.7], "homo_ev": [-6.844, -6.845], "spin_multiplicity": 1, "elements": ["C", "C", "C", "C", "N", "N", "N", "O", "H", "H", "H", "H", "H", "H", "H"], "xyz": [[-0.70213, -0.27014, -1.70709], [-0.26761, -1.55877, -1.65666], [0.84982, -0.48747, -0.09075], [-0.21665, 1.81721, -0.54804], [0.66836, -0.44304, 1.89726], [-0.10106, 0.41451, -0.62973], [1.14944, -1.44822, 2.44063], [0.55402, -1.67629, -0.58623], [-1.57540, 0.18421, -2.31524], [-0.58891, -2.46632, -2.15653], [0.56104, 2.26183, 0.03115], [-0.13200, 2.15274, -1.53487], [-1.15843, 2.14966, -0.19259], [2.01155, -1.25490, 2.97618], [1.14961, -2.40978, 2.14808]], "nbo_charge": [-0.11, 0.02, 0.40, -0.39, -0.28, -0.42, -0.47, -0.46, 0.23, 0.22, 0.23, 0.19, 0.20, 0.30, 0.32]}

***

three | {"formula": "C4H7N3O", "method": "wB97M-V/def2-TZVPD", "smiles": "C/N=c1/cc[nH]n1O", "orbital_gap_ev": 8.5, "homo_ev": -8.355, "spin_multiplicity": 1, "elements": ["C", "N", "C", "C", "C", "N", "N", "O", "H", "H", "H", "H", "H", "H", "H"], "xyz": [[-2.23386, 0.03364, 0.62024], [-1.17278, 1.09206, 0.88592], [-0.12583, 0.69138, 0.25578], [1.20391, 1.18547, 0.37189], [1.96897, 0.45324, -0.56931], [1.11910, -0.52688, -1.20677], [-0.18794, -0.44603, -0.64480], [-0.21964, -1.67856, 0.11960], [-2.22865, -0.00770, -0.56392], [-1.91947, -0.99049, 1.09142], [-3.35127, 0.40721, 1.02450], [1.53790, 1.87024, 1.05581], [3.06273, 0.26045, -0.59629], [1.27577, -1.61663, -1.27090], [0.19235, -1.51104, 0.99054]], "nbo_charge": [-0.49, -0.39, 0.29, -0.34, 0.02, -0.47, -0.02, -0.59, 0.22, 0.22, 0.20, 0.24, 0.23, 0.42, 0.46]}

***

Stability check: which of them is most stable? one.

***

one | {"formula": "C4H7N3O", "method": "wB97M-V/def2-TZVPD", "smiles": "C[C@H](C#N)/N=C\\NO", "orbital_gap_ev": 9.7, "homo_ev": -9.310, "spin_multiplicity": 1, "elements": ["C", "C", "C", "N", "N", "C", "N", "O", "H", "H", "H", "H", "H", "H", "H"], "xyz": [[-1.76170, -0.64457, -0.10868], [-0.53038, -1.16009, -0.81479], [0.34206, -1.74143, 0.10736], [1.38545, -1.91354, 0.80079], [0.00939, 0.13661, -1.34981], [0.72388, 1.02198, -0.65845], [0.96573, 1.03771, 0.65813], [2.10535, 1.89839, 0.99259], [-1.63896, -0.02257, 0.88425], [-2.69038, -1.55857, 0.01332], [-2.13416, 0.29320, -0.77706], [-0.84063, -1.72500, -1.56740], [1.04991, 2.00992, -1.26974], [1.07563, 0.10686, 1.04690], [1.93882, 2.26111, 2.04259]], "nbo_charge": [-0.61, -0.26, 0.31, -0.35, -0.48, 0.26, -0.35, -0.56, 0.24, 0.22, 0.25, 0.24, 0.21, 0.40, 0.48]}

***

two | {"formula": "C4H7N3O", "method": "wB97M-V/def2-TZVPD", "smiles": "N/N=C1\\NC=C[C@H]1O", "orbital_gap_ev": 8.7, "homo_ev": -7.954, "spin_multiplicity": 1, "elements": ["N", "N", "C", "N", "C", "C", "C", "O", "H", "H", "H", "H", "H", "H", "H"], "xyz": [[2.63687, -0.01433, -0.15185], [1.57069, -0.91791, 0.19200], [0.38740, -0.30594, 0.26105], [0.44371, 1.06256, 0.09531], [-0.85151, 1.65348, -0.27252], [-1.76259, 0.87378, -0.00571], [-1.11347, -0.53572, 0.37013], [-1.69149, -1.66969, -0.38093], [2.59297, 0.26266, -1.20878], [3.63530, -0.55560, -0.07553], [1.15187, 1.87237, 0.44785], [-0.86415, 2.76129, -0.10236], [-2.82387, 0.86114, -0.24845], [-1.70291, -0.66485, 1.51561], [-0.97513, -2.20530, -0.34692]], "nbo_charge": [-0.70, -0.32, 0.32, -0.65, -0.03, -0.25, 0.03, -0.69, 0.36, 0.37, 0.44, 0.21, 0.23, 0.21, 0.46]}

***

Stability check: which of them is most stable? two.

***

one | {"formula": "C4H7N3O", "method": "wB97M-V/def2-TZVPD", "orbital_gap_ev": 7.9, "homo_ev": -8.445, "spin_multiplicity": 1, "elements": ["C", "C", "C", "C", "H", "H", "H", "H", "H", "H", "H", "N", "N", "N", "O"], "xyz": [[0.02923, 0.04774, -0.62346], [1.41706, 0.69658, 0.92366], [0.96007, -0.22577, 2.07273], [0.01446, 0.76569, 1.45488], [-2.28659, -0.15492, -3.27171], [-2.33445, -1.29699, -1.17757], [0.22191, -1.32705, -2.12175], [2.27092, 1.45626, 1.14231], [0.92356, -1.14627, 1.67406], [0.70993, 0.07235, 3.21526], [-0.59065, 1.47282, 2.22675], [-1.76273, -1.04782, -2.08243], [-0.54112, -0.73076, -1.46395], [1.36731, 0.11180, -0.35523], [-0.86048, 0.61072, 0.33212]], "nbo_charge": [0.66, -0.09, -0.49, 0.04, 0.30, 0.39, 0.39, 0.21, 0.21, 0.25, 0.21, -0.62, -0.44, -0.54, -0.49]}

***

two | {"formula": "C4H7N3O", "method": "wB97M-V/def2-TZVPD", "smiles": "N[C@@H]1C=CN=C1NO", "orbital_gap_ev": 9.3, "homo_ev": -8.996, "spin_multiplicity": 1, "elements": ["N", "C", "C", "C", "N", "C", "N", "O", "H", "H", "H", "H", "H", "H", "H"], "xyz": [[-1.06872, -1.66168, 0.32988], [-0.84761, -0.09206, 0.00925], [-0.57823, 0.11369, -1.60438], [0.50975, 0.80139, -1.70658], [1.09524, 1.10690, -0.36073], [0.31872, 0.51809, 0.47307], [0.44477, 0.61939, 1.90197], [1.86415, 0.71338, 2.17461], [-2.04000, -1.97524, -0.03675], [-0.23530, -1.88997, -0.13132], [-1.73391, 0.39987, 0.39342], [-0.88204, -0.78520, -2.48452], [0.97228, 1.04121, -2.60666], [0.05363, -0.25741, 2.22858], [2.12728, 1.34764, 1.42015]], "nbo_charge": [-0.84, -0.17, -0.24, -0.06, -0.49, 0.36, -0.31, -0.57, 0.39, 0.36, 0.25, 0.23, 0.21, 0.37, 0.49]}

***

Stability check: which of them is most stable? two.

***

one | {"formula": "C4H6N2", "method": "wB97M-V/def2-TZVPD", "smiles": "Nc1ccc[nH]1", "orbital_gap_ev": 8.8, "homo_ev": -7.758, "spin_multiplicity": 1, "elements": ["N", "C", "C", "C", "C", "N", "H", "H", "H", "H", "H", "H"], "xyz": [[0.04511, -1.04058, 1.77508], [0.04254, -0.37016, 0.53114], [0.39794, -0.75010, -0.74104], [0.22622, 0.38808, -1.58381], [-0.23043, 1.41576, -0.80233], [-0.33764, 0.94459, 0.48487], [-0.88567, -1.35589, 2.03319], [0.64646, -1.85476, 1.72966], [0.74358, -1.73380, -1.03418], [0.40142, 0.43171, -2.65052], [-0.48679, 2.43749, -1.04458], [-0.56273, 1.48767, 1.30251]], "nbo_charge": [-0.83, 0.28, -0.35, -0.29, -0.09, -0.52, 0.37, 0.38, 0.22, 0.22, 0.21, 0.41]}

***

two | {"formula": "C4H6N2", "method": "wB97M-V/def2-TZVPD", "orbital_gap_ev": 10.1, "homo_ev": -9.026, "spin_multiplicity": 1, "elements": ["N", "C", "C", "C", "N", "C", "H", "H", "H", "H", "H", "H"], "xyz": [[0.69552, 1.67839, 0.16511], [-0.67672, -0.49558, -0.57284], [0.54081, 0.48556, -0.59719], [0.71929, -0.84717, -0.02355], [0.15979, -0.94092, 1.35760], [-1.01157, -0.83266, 0.82861], [0.04626, 2.38393, -0.17431], [-1.24168, -0.73436, -1.46819], [0.92126, 0.54402, -1.61789], [1.36082, -1.65868, -0.34282], [0.44851, 1.45689, 1.12891], [-1.96229, -1.03943, 1.31656]], "nbo_charge": [-0.81, -0.39, -0.01, -0.06, -0.43, 0.11, 0.36, 0.23, 0.21, 0.23, 0.37, 0.19]}

***

three | {"formula": "C4H6N2", "method": "wB97M-V/def2-TZVPD", "smiles": "Nc1ccc[nH]1", "orbital_gap_ev": 8.9, "homo_ev": -7.772, "spin_multiplicity": 1, "elements": ["N", "C", "C", "C", "C", "N", "H", "H", "H", "H", "H", "H"], "xyz": [[-1.69092, -0.21795, -1.15269], [-0.57774, -0.14320, -0.28953], [0.37400, -1.05064, 0.07643], [1.35658, -0.35038, 0.83638], [0.95809, 0.95219, 0.92272], [-0.23120, 1.08076, 0.22931], [-1.42057, 0.17703, -2.04757], [-1.96475, -1.17691, -1.34708], [0.38377, -2.08613, -0.22928], [2.29062, -0.76121, 1.19140], [1.45614, 1.80515, 1.36745], [-0.93401, 1.77130, 0.44246]], "nbo_charge": [-0.83, 0.28, -0.35, -0.29, -0.09, -0.53, 0.37, 0.37, 0.22, 0.22, 0.21, 0.41]}

***

four | {"formula": "C4H6N2", "method": "wB97M-V/def2-TZVPD", "smiles": "CN1C[C@H]1C#N", "orbital_gap_ev": 10.8, "homo_ev": -10.257, "spin_multiplicity": 1, "elements": ["C", "N", "C", "C", "C", "N", "H", "H", "H", "H", "H", "H"], "xyz": [[0.30775, -1.49893, -0.26220], [-0.67680, -0.49595, 0.11485], [-0.89724, 0.62773, -0.78427], [-0.05162, 0.74938, 0.41213], [-0.01829, 1.46143, 1.67266], [0.83020, 1.93984, 2.29892], [0.64676, -2.01082, 0.64447], [1.19112, -1.04337, -0.74265], [-0.13481, -2.22512, -0.94331], [-1.91447, 0.99254, -0.87078], [-0.28072, 0.70293, -1.68097], [0.99812, 0.80035, 0.14114]], "nbo_charge": [-0.42, -0.36, -0.23, -0.19, 0.25, -0.27, 0.21, 0.17, 0.21, 0.22, 0.19, 0.21]}

***

Stability check: which of them is most stable? one.